{"formula": "C14H13ClN2O3Pb", "method": "wB97M-V/def2-TZVPD", "e_above_lowest_kj_mol": 31.5, "homo_lumo_gap_ev": [5.490, 4.879], "charge": 2, "species": ["Cl", "C", "C", "C", "H", "C", "C", "H", "H", "H", "C", "Pb", "C", "C", "O", "O", "H", "H", "H", "N", "C", "O", "C", "C", "C", "C", "N", "C", "H", "H", "H", "H", "H", "H"], "positions_angstrom": [[-2.3024, -2.1766, -1.2466], [1.5087, -2.5039, -2.9208], [2.2658, -1.2951, -2.7791], [1.4429, -0.1937, -3.1509], [3.2794, -1.2299, -2.4399], [0.1395, -0.7047, -3.5224], [0.1978, -2.1587, -3.3571], [-0.6735, -2.8050, -3.4788], [1.8433, -3.5002, -2.6930], [1.6714, 0.8659, -3.0988], [-1.0809, 0.0825, -3.8386], [-0.0639, -1.0259, -1.0055], [2.3427, -0.3026, 0.1310], [0.4128, -2.8013, 0.6042], [3.0236, 0.1285, 0.9449], [0.1560, -3.3894, 1.5278], [-1.1280, 1.0656, -3.3273], [-2.0232, -0.4431, -3.5795], [-1.1025, 0.2850, -4.9224], [0.0628, 3.2848, 4.4935], [0.4016, 2.9683, 3.2223], [1.2575, 3.5596, 2.5581], [-0.3757, 1.8018, 2.6709], [-1.4742, 1.1779, 3.2918], [-2.0595, 0.0261, 2.7438], [-1.4953, -0.4653, 1.5534], [-0.5294, 0.1944, 0.9144], [0.0594, 1.2839, 1.4470], [0.6056, 4.0546, 4.9010], [-0.5713, 2.8034, 5.0743], [-1.8687, 1.5768, 4.2114], [-2.9252, -0.5199, 3.1515], [-1.8748, -1.3723, 1.0515], [0.8775, 1.7283, 0.8683]], "mulliken_charge": [-0.299, -0.506, -0.447, -0.709, 0.669, 0.477, -0.577, 0.592, 0.542, 0.450, -1.037, 1.197, 0.156, 0.333, -0.089, -0.036, 0.349, 0.337, 0.394, -0.303, 0.394, -0.593, 0.001, -0.140, -1.266, 0.093, -0.153, -0.140, 0.268, 0.140, 0.412, 0.418, 0.276, 0.799]}

{"formula": "CH12NO3", "method": "wB97M-V/def2-TZVPD", "e_above_lowest_kj_mol": 58.8, "homo_lumo_gap_ev": 12.413, "charge": 1, "species": ["C", "N", "H", "H", "H", "H", "H", "H", "H", "H", "O", "H", "H", "O", "H", "H", "O"], "positions_angstrom": [[1.5255, -1.8441, 0.7080], [0.6882, -0.8440, -0.0609], [1.9393, -2.5352, -0.0128], [0.8673, -2.3262, 1.4218], [2.3434, -1.3209, 1.1777], [1.1010, -0.5169, -0.9270], [-0.2337, -1.2264, -0.3173], [0.4059, -0.1553, 0.6455], [-1.9844, 0.9744, 1.7225], [-0.9606, 1.3208, 0.5413], [-1.2618, 0.6647, 1.1805], [-2.5040, -0.1858, -1.3877], [-1.6032, -0.6331, -2.5043], [-1.5706, -0.3091, -1.5955], [0.4826, 3.2057, 0.5484], [0.4031, 3.1513, -0.9596], [0.3619, 2.5801, -0.1805]], "mulliken_charge": [-0.805, -0.318, 0.355, 0.334, 0.347, 0.341, 0.430, 0.364, 0.323, 0.361, -0.720, 0.318, 0.284, -0.595, 0.321, 0.309, -0.650]}

{"formula": "C37H41BrN3O7S2Sc", "method": "wB97M-V/def2-TZVPD", "homo_lumo_gap_ev": 5.367, "charge": -2, "species": ["Sc", "Br", "C", "C", "C", "C", "C", "C", "C", "C", "C", "C", "H", "H", "H", "H", "H", "H", "O", "S", "O", "O", "O", "C", "C", "C", "C", "C", "C", "C", "C", "C", "C", "C", "C", "N", "C", "C", "C", "C", "C", "N", "C", "C", "C", "C", "H", "H", "H", "H", "H", "H", "H", "H", "H", "H", "H", "H", "H", "H", "H", "H", "H", "H", "H", "H", "H", "H", "H", "H", "H", "H", "H", "H", "H", "N", "C", "C", "C", "C", "C", "C", "S", "O", "O", "O", "H", "H", "H", "H", "H", "H"], "positions_angstrom": [[-0.5461, -0.6738, 0.4607], [2.1856, 0.2128, 0.8152], [2.8069, -1.5364, 1.2908], [4.0782, -1.6197, 1.7997], [4.7418, -2.8596, 2.0788], [3.9969, -4.0227, 1.9509], [2.6706, -3.9871, 1.4832], [1.9838, -5.1947, 1.2840], [0.6931, -5.1122, 0.8069], [0.0838, -3.8748, 0.4603], [0.6967, -2.6802, 0.6997], [2.0400, -2.6964, 1.1390], [4.6286, -0.7044, 1.9804], [5.7487, -2.8859, 2.4990], [4.3922, -5.0214, 2.1156], [2.4565, -6.1379, 1.5562], [0.1254, -6.0247, 0.6832], [-0.9073, -3.9899, 0.0615], [-1.1407, 2.3882, 2.7673], [-1.6159, 1.3037, 1.9058], [-3.0619, 1.2733, 1.8073], [-1.0400, -0.0930, 2.3534], [-0.9192, 1.3587, 0.4936], [-1.5238, 2.6699, -2.4753], [-0.0320, 2.5216, -2.8492], [0.8411, 3.1477, -1.7430], [0.4274, 1.1653, -3.3263], [1.4954, 1.2521, -4.2366], [1.8553, 0.2022, -5.0536], [1.1309, -0.9578, -4.9798], [0.1398, -1.1670, -4.0079], [-0.4597, -2.5417, -4.0509], [-1.8460, -2.6323, -4.8489], [-0.5465, -3.2952, -2.7142], [-0.1288, -0.1266, -3.0916], [-0.9354, -0.3426, -1.9358], [-2.2569, -0.3896, -2.0603], [-3.0730, -0.9118, -1.0459], [-4.4648, -0.9445, -1.0085], [-4.7952, -1.4627, 0.2542], [-3.6394, -1.8654, 0.8988], [-2.5140, -1.5159, 0.1411], [-3.6015, -2.5591, 2.2740], [-4.4248, -3.9072, 2.0574], [-2.1991, -2.8704, 2.7662], [-4.3439, -1.6579, 3.2580], [-1.7061, 3.7750, -2.4418], [-1.6943, 2.2858, -1.4512], [-2.1913, 2.1885, -3.2072], [0.1444, 3.2055, -3.7057], [0.7069, 2.6061, -0.7810], [0.5018, 4.1751, -1.5844], [1.9011, 3.2396, -2.0109], [1.9458, 2.2471, -4.3262], [2.6467, 0.2901, -5.7816], [1.3084, -1.7374, -5.7346], [0.2546, -3.0818, -4.7290], [-2.6883, -2.5101, -4.1681], [-1.9429, -3.6376, -5.3017], [-1.8712, -1.8848, -5.6618], [-1.3812, -2.8874, -2.1236], [0.4168, -3.2456, -2.1504], [-0.7831, -4.4234, -2.8612], [-2.8222, 0.0881, -2.8731], [-5.1931, -0.5663, -1.7361], [-5.7596, -1.5226, 0.7401], [-3.9469, -4.5051, 1.2157], [-5.4757, -3.6819, 1.8071], [-4.3763, -4.5582, 2.9711], [-1.6094, -3.4348, 2.0382], [-2.2561, -3.5092, 3.7064], [-1.6809, -1.9244, 2.9934], [-5.4171, -1.7231, 3.0594], [-4.0310, -0.6020, 3.1566], [-4.0712, -1.9841, 4.2550], [1.5637, 3.2941, 3.0969], [2.2129, 4.4229, 2.8063], [1.5497, 5.4790, 2.0952], [2.2721, 6.5700, 1.6819], [3.6400, 6.6830, 2.0553], [4.3346, 5.5840, 2.6630], [3.6170, 4.5205, 3.0760], [4.4613, 8.2361, 2.0786], [5.8584, 7.7147, 1.8624], [3.9435, 9.2293, 1.1631], [4.0906, 8.4811, 3.4969], [0.5668, 3.1785, 2.8787], [2.0488, 2.6107, 3.6860], [0.4868, 5.3987, 1.9291], [1.7281, 7.3886, 1.1475], [5.4750, 5.6493, 2.7135], [4.0194, 3.6450, 3.5420]], "mulliken_charge": [-1.226, -0.042, 0.679, -0.564, -0.901, -0.748, 1.075, -1.137, -1.008, -1.144, 0.730, 0.848, 0.446, 0.345, 0.338, 0.309, 0.411, 0.713, -0.919, 1.163, -0.756, -0.675, -0.203, -1.608, 0.735, -1.134, -0.329, -0.704, -1.350, -0.763, 0.631, 0.508, -1.479, -0.955, -0.267, 2.168, 0.078, 0.225, -1.994, -0.833, -0.221, 1.545, 2.644, -1.619, -1.361, -1.704, 0.522, 0.077, 0.279, 0.518, -0.032, 0.432, 0.365, 0.408, 0.376, 0.318, 0.536, 0.299, 0.362, 0.379, -0.198, 0.250, 0.382, 0.082, 0.409, 0.458, 0.263, 0.363, 0.413, -0.120, 0.505, 0.151, 0.387, 0.221, 0.466, -0.172, 0.926, -0.345, -0.613, 0.127, -0.761, -0.570, 1.130, -0.720, -0.678, -0.681, 0.097, 0.124, 0.446, 0.326, 0.268, 0.278]}